1.
Here is a 3-piece molecular cluster, C19H15F3INO7S overall at a distorted geometry from the Open Molecules 2025 dataset. Energies are from wB97M-V/def2-TZVPD.

Structure (XYZ):
```
47
Properties=species:S:1:pos:R:3
O -5.93 0.89 2.64
C -5.00 1.05 1.48
C -4.74 2.47 0.71
C -3.68 2.47 -0.58
C -2.87 1.09 -1.04
I -1.49 1.30 -2.77
C -3.09 -0.36 -0.24
C -4.20 -0.30 1.01
S -4.45 -1.96 1.92
C -2.68 -2.67 1.95
C -2.09 -3.45 3.26
C -0.55 -4.01 3.29
C 0.35 -3.78 1.91
C 1.90 -4.35 1.96
F 2.07 -5.54 2.82
F 2.36 -4.65 0.59
F 2.71 -3.25 2.62
C -0.26 -3.00 0.57
C -1.81 -2.39 0.55
N -2.38 -1.64 -0.64
H -6.61 1.61 2.50
H -5.31 3.43 1.08
H -3.56 3.52 -1.12
H -2.80 -3.58 4.20
H -0.16 -4.53 4.26
H 0.46 -2.90 -0.36
H -1.69 -1.50 -1.41
C 2.23 -0.68 -4.56
C 3.47 0.16 -4.49
O 3.08 1.23 -3.66
C 2.04 0.80 -2.90
O 1.57 1.41 -1.95
O 1.59 -0.42 -3.33
H 2.46 -1.75 -4.66
H 1.57 -0.38 -5.38
H 4.30 -0.37 -4.02
H 3.78 0.51 -5.48
C 2.38 3.62 0.13
C 3.55 2.85 0.64
O 3.97 3.60 1.77
C 2.89 4.31 2.20
O 2.84 4.93 3.25
O 1.86 4.24 1.30
H 1.63 2.98 -0.33
H 2.67 4.41 -0.57
H 3.28 1.84 0.97
H 4.35 2.78 -0.10
```

The HOMO energy comes out at -8.07 eV. The SMILES is Oc1ccc(I)c2c1Sc1ccc(C(F)(F)F)cc1N2.O=C1OCCO1.O=C1OCCO1. The largest force on an atom is 0.095 Eh/bohr. As for the spin multiplicity: 1. Its LUMO energy is -0.6758 eV. The frontier orbital gap is 7.39 eV.

Atom charges from the Löwdin analysis, given in e for atoms 1 to 2:
1. O -0.081
2. C -0.175

2.
Here is C19H15F5MnNO5STe as an isolated structure at a distorted geometry from the Open Molecules 2025 dataset. Energies are from wB97M-V/def2-TZVPD.

Structure (XYZ):
```
48
Properties=species:S:1:pos:R:3
Mn 0.55 1.16 1.41
O 0.37 1.28 3.18
N 1.32 0.73 3.97
C 1.00 0.67 5.29
C 1.89 0.13 6.17
C 3.12 -0.36 5.68
C 3.41 -0.29 4.35
C 2.49 0.28 3.45
S 2.75 0.48 1.78
H 0.03 1.07 5.53
H 1.64 0.09 7.22
H 3.83 -0.80 6.37
H 4.34 -0.67 3.96
O 0.44 0.65 -0.72
C -0.27 -0.58 -0.98
C -0.35 -1.33 0.37
O -0.86 -2.42 0.44
O 0.22 -0.71 1.36
C 0.57 -1.45 -1.91
C -0.01 -2.22 -2.91
C 0.77 -3.03 -3.72
C 2.14 -3.09 -3.54
C 2.73 -2.34 -2.53
C 1.95 -1.53 -1.72
C -1.61 -0.17 -1.53
C -2.81 -0.42 -0.87
C -4.01 0.05 -1.40
C -4.02 0.76 -2.59
C -2.82 1.01 -3.26
C -1.63 0.54 -2.73
H 1.24 0.70 -1.27
H -1.08 -2.19 -3.06
H 0.30 -3.63 -4.49
H 2.75 -3.72 -4.17
H 3.80 -2.39 -2.36
H 2.42 -1.00 -0.90
H -2.81 -0.97 0.06
H -4.93 -0.13 -0.87
H -4.95 1.14 -2.99
H -2.82 1.58 -4.18
H -0.70 0.74 -3.26
F -2.79 3.86 -2.28
Te -1.92 3.10 -0.82
F -1.61 4.67 0.11
F -3.66 3.20 -0.01
F -1.23 1.44 1.35
F -0.33 3.61 -1.81
O 1.12 2.46 0.86
```

The HOMO energy (spin up / spin down) comes out at -9.34 / -9.35 eV. The largest force on an atom is 0.024 Eh/bohr. As for the spin multiplicity: 1. Its LUMO energy (spin up / spin down) is -2.4032 / -2.0170 eV. The frontier orbital gap (spin up / spin down) is 6.93 / 7.33 eV.

Atom charges from the Löwdin analysis, given in e for atoms 1 to 2:
1. Mn 0.638
2. O -0.160

3.
Here is C19H15N3O3STi as an isolated structure from the Open Molecules 2025 dataset. Energies are from wB97M-V/def2-TZVPD.

Structure (XYZ):
```
42
Properties=species:S:1:pos:R:3
Ti -0.31 0.17 0.13
O 1.85 -4.77 0.41
C 0.90 -4.79 1.38
C 0.85 -5.82 2.30
C -0.08 -5.83 3.32
C -1.00 -4.79 3.43
C -0.95 -3.75 2.52
C -0.02 -3.73 1.48
C -0.02 -2.56 0.58
O -0.70 -1.49 1.00
N 0.60 -2.54 -0.55
N 0.45 -1.27 -1.13
C 0.69 -1.19 -2.39
C 0.49 0.01 -3.17
C 0.95 0.04 -4.50
C 0.78 1.16 -5.27
C 0.11 2.27 -4.74
C -0.37 2.25 -3.45
C -0.19 1.12 -2.65
O -0.68 1.11 -1.40
H 2.33 -5.60 0.42
H 1.56 -6.64 2.21
H -0.10 -6.65 4.02
H -1.74 -4.79 4.22
H -1.65 -2.93 2.58
H 1.03 -2.09 -2.89
H 1.46 -0.83 -4.89
H 1.14 1.18 -6.29
H -0.04 3.15 -5.35
H -0.91 3.10 -3.03
S 1.18 1.47 1.57
C 1.78 -0.05 2.19
N 1.47 -0.39 3.46
C 1.83 -1.56 4.03
C 2.56 -2.47 3.32
C 2.93 -2.15 2.01
C 2.55 -0.95 1.45
H 0.92 0.27 3.99
H 1.52 -1.71 5.05
H 2.83 -3.41 3.77
H 3.50 -2.86 1.42
H 2.84 -0.67 0.45
```

The HOMO energy (spin up / spin down) comes out at -11.14 / -11.25 eV. The largest force on an atom is 0.008 Eh/bohr. As for the spin multiplicity: 2. Its LUMO energy (spin up / spin down) is -3.8021 / -3.8748 eV. Its total charge is +1. The frontier orbital gap (spin up / spin down) is 7.33 / 7.38 eV.

Atom charges from the Löwdin analysis, given in e for atoms 1 to 2:
1. Ti 0.999
2. O 0.061

| no. | E (hartree) |
| --- | --- |
| 1 | -2309.3139 |
| 2 | -3480.4959 |
| 3 | -2370.5750 |